Below is a structure of composition C24H39N11OSV in a non-equilibrium geometry, with properties calculated with wB97M-V/def2-TZVPD.

Last column: Löwdin spin population.
Geometry (Å):
V (-0.059, -0.188, -0.946)  2.08
C (4.179, -0.208, -1.070)  0.02
C (2.716, -0.431, -0.843)  0.14
N (1.773, 0.227, -1.453)  0.04
C (2.056, 1.307, -2.358)  0.01
C (1.016, 1.243, -3.482)  0.00
N (-0.278, 0.853, -2.931)  0.01
C (-1.283, 1.896, -2.823)  0.00
C (-1.018, 2.684, -1.518)  0.00
N (-0.808, 1.785, -0.394)  0.00
C (-1.932, 1.672, 0.537)  0.00
C (-2.555, 0.272, 0.436)  0.01
N (-1.441, -0.620, 0.327)  0.03
C (-1.183, -1.537, 1.216)  0.11
C (-2.111, -1.960, 2.306)  0.02
C (0.181, -1.996, 1.147)  0.09
C (0.843, -2.880, 2.004)  0.02
C (2.227, -2.959, 1.931)  0.09
C (2.922, -2.185, 1.013)  0.01
C (2.202, -1.359, 0.142)  0.10
N (0.861, -1.295, 0.219)  0.09
H (4.438, 0.831, -0.866)  0.01
H (4.439, -0.413, -2.110)  0.01
H (4.791, -0.843, -0.440)  0.00
H (3.063, 1.266, -2.788)  0.00
H (1.971, 2.247, -1.796)  0.00
H (1.332, 0.479, -4.197)  0.00
H (0.959, 2.202, -4.007)  0.00
H (-0.662, 0.116, -3.519)  0.00
H (-3.344, 1.828, -3.245)  0.00
H (-1.222, 2.616, -3.662)  0.00
H (-1.859, 3.362, -1.336)  0.00
H (-0.130, 3.297, -1.684)  0.00
H (0.023, 2.045, 0.139)  0.00
H (-2.688, 2.442, 0.347)  0.00
H (-1.565, 1.795, 1.561)  0.00
H (-3.145, 0.187, -0.481)  0.00
H (-3.190, 0.092, 1.307)  0.00
H (-3.135, -2.007, 1.942)  0.00
H (-2.076, -1.252, 3.133)  0.01
H (-1.837, -2.938, 2.683)  0.00
H (0.300, -3.470, 2.721)  0.00
H (2.762, -3.598, 2.615)  0.00
H (3.998, -2.223, 0.980)  0.00
N (-0.155, -1.990, -3.475)  0.00
N (-0.565, -1.931, -2.109)  0.00
H (-0.717, -2.664, -4.000)  0.00
H (0.820, -2.283, -3.541)  0.00
H (-0.534, -2.846, -1.642)  0.00
H (-1.548, -1.565, -2.130)  0.00
N (-4.837, -0.431, -4.827)  0.00
C (-4.970, -0.480, -3.476)  0.00
N (-6.215, -0.617, -2.982)  0.00
N (-3.946, -0.533, -2.686)  0.00
C (-2.745, -0.037, -2.569)  0.02
N (-2.576, 1.262, -2.886)  0.00
H (-5.584, -0.738, -5.427)  0.00
H (-3.918, -0.463, -5.232)  0.00
H (-6.997, -0.810, -3.585)  0.00
H (-6.362, -0.619, -1.989)  0.00
C (0.651, 2.776, 3.589)  0.00
S (0.529, 1.051, 2.956)  0.00
O (0.999, 1.133, 1.537)  0.02
C (1.940, 0.454, 3.912)  0.00
C (1.738, -0.345, 5.024)  0.00
C (2.838, -0.742, 5.769)  0.00
C (4.109, -0.323, 5.407)  0.00
C (4.294, 0.486, 4.296)  0.00
C (3.204, 0.869, 3.536)  0.00
H (1.605, 3.199, 3.296)  0.00
H (0.562, 2.747, 4.671)  0.00
H (-0.155, 3.372, 3.170)  0.00
H (0.739, -0.633, 5.317)  0.00
H (2.704, -1.373, 6.634)  0.00
H (4.961, -0.622, 5.999)  0.00
H (5.283, 0.820, 4.022)  0.00
H (3.316, 1.496, 2.663)  0.00

total charge = +2
gap between HOMO and LUMO (alpha / beta) = 6.30 / 7.08 eV
LUMO (alpha / beta) = -5.291 / -5.744 eV
2S+1 = 4
ΔE to the lowest compared entry with this formula, charge and spin = 66.2 kcal/mol